No. 1
ORCA calculation (ωB97M-V/def2-TZVPD) on an isolated ion of composition C5H9N2 and charge +1 in a non-equilibrium geometry.

Geometry as XYZ:
```
16
Properties=species:S:1:pos:R:3:forces:R:3
C 1.30398 -1.53141 0.31995 -0.0490 0.5182 1.3169
C 0.86493 0.81402 0.20473 1.1559 -1.3991 -1.1672
C 0.27238 -0.50035 0.38232 -1.1162 -1.5977 -0.3876
C 0.27864 1.70309 -0.94168 1.5974 0.1364 1.9756
C -1.15611 -0.90195 0.34945 0.4387 2.7901 -0.2562
N 2.34909 0.46592 0.03799 -0.8630 0.9080 0.2463
N 2.57742 -0.71304 0.17737 0.3541 -1.4749 0.3091
H 1.13903 -2.40819 1.06620 0.7173 1.6324 -0.6881
H 1.22463 -2.08954 -0.59910 -0.1180 -0.1645 -0.8795
H 0.78292 1.48470 1.00877 0.0408 0.5300 1.7755
H 0.93724 2.62452 -0.88331 -1.4897 -0.7975 -0.3226
H -0.75446 1.72690 -0.63867 -0.4240 1.1041 -0.5320
H 0.44532 1.17261 -1.82594 -0.0421 -0.4381 -1.6980
H -1.56211 -0.07351 -0.35645 -0.2323 -1.7849 1.0995
H -1.60055 -0.76355 1.35574 0.0275 0.3087 -0.3783
H -1.32979 -1.92562 0.07341 0.0026 -0.2711 -0.4135
```
Positions in Å, forces in eV/Å.

Output
- HOMO-LUMO gap (eV) = 7.4
- charge = +1
- E (a.u.) = -305.03273
- HOMO level (eV) = -14.21
- max |F| (Eh/bohr) = 0.05515

***

No. 2
ORCA calculation (ωB97M-V/def2-TZVPD) on a 13-piece molecular cluster, C4H37N2O13 overall in a non-equilibrium geometry.

Geometry as XYZ:
```
56
Properties=species:S:1:pos:R:3:forces:R:3
N 0.36272 -1.27512 -1.00366 1.0131 0.0476 1.2253
C 1.06211 -1.85648 0.25026 0.6907 0.5637 -0.2596
C 2.56317 -2.11540 0.02950 -0.8546 -0.0165 0.0640
O 2.74303 -2.89095 -1.14327 0.0893 0.1471 0.4441
C 0.75022 -0.90739 1.39449 -0.7453 1.2719 0.1167
N 0.71715 -1.64126 2.63951 -0.7157 -0.5856 -0.1746
C -0.57074 -2.35541 2.80170 0.5565 0.5645 0.6584
H 0.98574 -0.90932 -1.73942 0.3282 -0.3916 -0.3846
H -0.09393 -0.43234 -0.66151 -1.0020 -0.3033 -0.2779
H -0.25723 -1.99363 -1.37822 -0.1632 0.2933 -0.2522
H 0.64919 -2.83497 0.47947 -0.5126 0.1241 -0.3506
H 2.88537 -2.68284 0.90146 0.1555 -0.0823 -0.1178
H 3.12420 -1.18549 0.01366 0.1678 0.2438 -0.2739
H 2.20437 -2.44901 -1.80756 0.6122 0.0794 -0.5609
H 1.30483 0.03884 1.40028 1.4282 -0.7845 0.3295
H -0.17250 -0.34165 1.14177 -0.4607 -1.0587 0.4396
H 0.82784 -1.10175 3.48118 0.4172 0.5671 -0.3566
H -0.67280 -2.57617 3.86543 -0.0350 -0.2890 -0.1175
H -0.63061 -3.28028 2.24216 0.0113 -0.1080 -0.1612
H -1.39664 -1.69352 2.54672 -0.2559 -0.1600 -0.0966
H -3.20376 0.44361 -1.59153 -0.3082 -0.2309 0.2733
H -3.71443 -0.92791 -2.17159 -0.2539 0.0920 0.3446
O -3.10437 -0.19946 -2.29224 0.5098 0.1397 -0.8945
H 2.00071 1.73157 3.93390 0.6267 -0.0572 0.5587
H 2.43806 0.32430 4.61157 1.5207 -0.0838 0.8571
O 1.80821 0.81401 4.12922 -2.1982 0.2095 -1.3500
H -2.15001 2.11907 -3.03190 -0.2759 0.0863 0.2132
H -1.10909 2.59418 -1.94469 -0.4770 0.2279 0.2555
O -1.51347 2.80239 -2.80144 0.5336 -0.1430 -0.4194
H 1.31122 -4.07039 -1.80993 -0.1499 -0.1125 0.0754
H 0.05497 -4.45870 -2.62895 -0.1088 -0.1810 -0.1641
O 0.42148 -3.77884 -2.06356 -0.0656 -0.0073 0.0203
H 1.96448 0.64876 -2.87344 0.8108 0.5310 0.5123
H 1.86386 -0.30836 -3.87321 -0.0225 -0.8742 -0.8344
O 2.36385 -0.21564 -3.06279 -0.7827 0.1513 0.5686
H 1.07710 3.52020 1.92329 0.4396 0.2183 0.0063
H 1.60448 2.06040 1.71346 0.2233 0.2958 -0.0992
O 0.82061 2.60460 1.82609 -0.2984 -0.5415 0.3994
H -1.34000 -0.34099 -3.37970 -0.1072 0.3099 0.0012
H -0.73830 1.08190 -3.41990 -0.0730 -0.0412 -0.1508
O -0.52006 0.14810 -3.53529 0.3878 -0.3476 0.1165
H 0.92906 2.68002 -3.42670 -0.2964 0.0271 -0.1932
H 2.19464 3.44488 -3.21080 0.3107 -0.0620 -0.0118
O 1.88266 2.55247 -3.39360 -0.3253 0.1621 0.2220
H -2.86750 0.25755 0.37020 0.2635 0.2345 -0.4271
H -2.22638 -0.53649 1.35372 0.4344 -0.4206 -0.0872
O -2.21857 -0.47039 0.38612 -0.6502 0.1506 0.6698
H -0.75852 2.80921 0.66130 0.1960 -0.0186 -0.1399
H -0.62033 4.22306 0.10695 0.0338 0.0944 -0.1902
O -0.90647 3.33783 -0.13319 -0.1031 0.0963 -0.1507
H -2.66901 2.28754 1.69854 0.4179 0.9768 1.0325
H -3.37196 2.74059 0.30525 0.3750 0.6384 0.5900
O -3.08310 2.04372 0.89460 -1.1978 -1.7024 -1.4183
H -1.48136 0.51424 4.24238 -0.6219 0.2590 -0.0447
H -0.28862 0.92271 3.53367 0.5845 0.4610 -0.3679
O -1.23558 1.08442 3.50021 -0.0770 -0.6611 0.3331
```
Positions in Å, forces in eV/Å.

Output
- HOMO-LUMO gap (eV) = 9.5
- charge = +1
- E (a.u.) = -1261.98082
- HOMO level (eV) = -12.20
- max |F| (Eh/bohr) = 0.05033

***

No. 3
ORCA calculation (ωB97M-V/def2-TZVPD) on H3OSc as an isolated structure in a non-equilibrium geometry.

Geometry as XYZ:
```
5
Properties=species:S:1:pos:R:3:forces:R:3
Sc -0.42968 -0.88206 0.28094 3.3985 1.2597 -2.1995
O 1.07403 -0.37034 -0.75242 -4.2708 -1.3092 3.2466
H 1.45409 -0.78955 -1.52338 0.8841 -0.1867 -1.0795
H -0.31822 1.19477 0.33989 -0.8631 0.6608 0.3256
H -1.04639 1.36187 0.63306 0.8513 -0.4246 -0.2932
```
Positions in Å, forces in eV/Å.

Output
- HOMO-LUMO gap (eV) = 10.1
- charge = +2
- E (a.u.) = -836.94778
- HOMO level (eV) = -23.79
- max |F| (Eh/bohr) = 0.10739

***

No. 4
ORCA calculation (ωB97M-V/def2-TZVPD) on C17H23AsCuF22O5Pt as an isolated structure in a non-equilibrium geometry.

Geometry as XYZ:
```
70
Properties=species:S:1:pos:R:3:forces:R:3
Pt -2.48211 2.66801 1.66811 -1.3986 -0.7567 1.4425
Cu -2.19319 4.10554 -2.41113 -0.0465 -0.1523 1.6996
As -2.25596 6.43419 0.81471 -1.6293 2.5304 2.8915
F -2.36437 6.78390 2.57115 0.5872 -0.4640 -1.7267
F -2.64025 8.10958 0.43714 0.6166 -1.3381 -0.2558
F -2.23072 5.94171 -0.90520 0.0892 -0.1972 -0.0818
F -1.97731 4.71826 1.21295 0.8757 1.9020 -0.5826
F -4.05891 6.16104 0.93538 2.1704 -0.3153 -0.8332
F -0.50204 6.81354 0.82689 -1.9438 -0.8775 -0.3999
O -2.26205 0.63272 -1.65656 -0.2692 0.5201 -1.8816
C -2.19980 1.35702 -0.58446 0.7420 0.0169 2.4112
O -2.21043 2.60962 -0.50696 -0.5103 2.6701 -4.0926
O -2.07991 0.82827 0.52249 0.2165 -2.9384 1.1848
H -2.29341 -0.28617 -1.38041 0.0719 -0.4144 0.1186
C -0.69077 -0.78168 3.38795 0.2548 0.0159 0.6073
C -2.18610 -0.82966 3.78815 2.5045 1.7333 1.6365
C -2.33778 -0.83636 5.34284 1.0716 -1.2979 -0.2545
F -1.50319 -0.01653 6.00548 0.8064 0.5180 -0.4145
F -3.53963 -0.48503 5.70904 -2.2250 0.4502 0.0923
F -2.79104 0.25823 3.27317 -0.2513 0.1353 -0.0701
F -2.76638 -1.89468 3.32433 -1.1767 -1.9181 -0.8230
O 0.03769 -1.75902 4.18548 1.3989 0.2755 -0.4902
C 1.43752 -1.85415 3.90654 -2.7191 -1.1873 1.0117
C 2.01378 -3.01069 4.81303 1.9405 0.2023 -1.1847
F 1.84729 -2.79035 6.10426 -1.0305 0.6778 1.1352
F 1.53106 -4.20008 4.49551 -1.4519 -0.9587 -0.4648
F 1.57201 -2.08652 2.59310 0.5143 -0.3457 -0.1128
F 2.12173 -0.75518 4.18613 0.0432 0.8104 0.1870
H -0.31454 0.20642 3.65294 -0.0933 0.1135 -0.1567
H -0.57392 -0.96362 2.31961 -0.1262 -0.0478 0.0289
H -2.14363 -1.85481 5.67926 0.1004 -0.1597 0.0190
H 3.08910 -3.15555 4.70910 0.3059 0.8287 -0.6475
C 3.32133 1.43933 -0.28972 -0.9681 1.5905 -0.0667
C 1.77415 1.74428 -0.11329 1.7114 -1.5350 -0.8929
C 1.41153 2.47984 1.16638 1.2585 -0.2994 2.2242
F 1.68088 3.78881 1.08620 -0.0809 0.6829 -1.0058
F 0.14917 2.32624 1.58339 -0.6652 -0.2367 -0.6560
F 1.25812 2.37932 -1.17458 0.2072 1.1640 -0.6327
F 1.26397 0.51060 -0.23252 -1.3710 -1.0793 1.1739
O 3.82553 0.74025 0.83996 1.0533 -1.4009 -0.2899
C 4.62324 -0.41351 0.41617 -1.8400 1.7266 3.2573
C 5.27603 -1.09859 1.72934 0.7451 1.3263 -0.1662
F 4.41241 -1.47014 2.70155 -0.2786 0.2524 -0.9084
F 6.00688 -2.17200 1.39275 -0.2896 -0.4966 -0.6824
F 3.82077 -1.24901 -0.19165 -0.2870 -1.0509 -0.8751
F 5.52944 0.05685 -0.41427 1.0809 -0.5043 -0.4837
H 3.76297 2.42381 -0.44416 0.6651 -0.0648 0.3055
H 3.47709 0.85717 -1.19798 -0.5109 0.1597 -0.0446
H 2.00771 2.16085 2.02131 0.3706 -0.7003 -0.2780
H 5.99406 -0.40221 2.16247 -0.2582 0.4203 0.0173
C -4.03938 -1.44875 -4.39800 0.7703 -0.8606 -0.1284
C -2.94804 -2.56527 -4.26181 -1.1756 1.3710 0.1963
C -1.56673 -1.94985 -4.24952 1.1250 -1.5079 -0.2707
C -0.49607 -3.07427 -4.05125 0.9627 1.2429 -0.6195
C 0.95170 -2.53281 -4.19662 0.0441 0.1584 1.4076
C 1.36700 -1.99142 -5.53685 -0.7792 -0.3271 -1.1150
H -5.02326 -1.90393 -4.51150 -0.0816 0.2540 0.1990
H -3.81102 -0.89544 -5.30894 -0.1383 0.0624 -0.1080
H -4.00458 -0.72676 -3.58215 -0.1776 -0.1391 0.1445
H -3.06749 -3.14397 -3.34587 -0.2095 0.0276 0.1550
H -3.14456 -3.26579 -5.07345 0.5425 -0.0254 -0.1689
H -1.42102 -1.22865 -3.44532 -0.2725 -0.0344 0.3311
H -1.34850 -1.35840 -5.13872 -0.1666 -0.2265 -0.3232
H -0.61462 -3.49965 -3.05471 -0.0037 -0.0635 0.0237
H -0.53400 -3.89366 -4.76908 -0.7200 -0.0197 -0.1511
H 1.09413 -1.76291 -3.43829 -0.0399 0.3118 0.1444
H 1.65188 -3.30338 -3.87404 0.0187 -0.2685 -0.1690
H 1.16677 -2.75160 -6.29192 0.2557 -0.2844 -0.1673
H 0.72994 -1.17857 -5.88547 0.1138 0.3557 0.2863
H 2.41006 -1.69510 -5.64777 -0.0493 -0.0124 0.3443
```
Positions in Å, forces in eV/Å.

Output
- HOMO-LUMO gap (alpha / beta) (eV) = 4.3 / 7.6
- spin multiplicity = 4
- charge = 0
- E (a.u.) = -7230.27118
- HOMO level (alpha / beta) (eV) = -6.91 / -10.20
- max |F| (Eh/bohr) = 0.09555

***

No. 5
ORCA calculation (ωB97M-V/def2-TZVPD) on one molecule with the formula C7H8.

Geometry as XYZ:
```
15
Properties=species:S:1:pos:R:3:forces:R:3
C -0.51617 -1.83907 0.65986 0.1692 -0.0148 0.1111
C 0.01484 -0.47707 0.31047 -0.0548 -0.2403 0.1241
C -0.86905 0.78277 0.17652 -0.4108 -0.0545 0.1180
C -0.22352 1.12946 -1.13821 -0.0424 0.2285 -0.2762
C 0.31615 1.69469 0.20472 0.0289 0.2452 -0.0042
C 1.25294 0.47625 0.33860 0.1765 -0.1291 0.2191
C 0.72437 -0.07033 -0.95620 0.0376 -0.2667 -0.3128
H 0.20450 -2.63872 0.47431 0.0411 0.0891 0.1155
H -0.87181 -1.90366 1.69275 0.1649 0.0100 -0.0381
H -1.38853 -2.04259 0.01534 0.2829 0.1415 0.1246
H -1.86345 1.04232 0.51723 0.0405 -0.2070 -0.0378
H -0.75531 1.41513 -2.04406 0.3448 0.6264 0.3290
H 0.38669 2.64817 0.72777 -0.1448 -0.0876 -0.5685
H 2.29613 0.47762 0.65626 -0.4156 -0.3975 0.1365
H 1.29222 -0.69497 -1.63536 -0.2180 0.0570 -0.0403
```
Positions in Å, forces in eV/Å.

Output
- HOMO-LUMO gap (eV) = 9.7
- SMILES string = C[C@@]12[C@@H]3[C@H]4[C@@H]3[C@@H]1[C@H]42
- charge = 0
- E (a.u.) = -271.34470
- HOMO level (eV) = -8.50
- max |F| (Eh/bohr) = 0.01531

***

No. 6
ORCA calculation (ωB97M-V/def2-TZVPD) on C5H9N4 as an isolated structure in a non-equilibrium geometry.

Geometry as XYZ:
```
18
Properties=species:S:1:pos:R:3:forces:R:3
C -0.47463 0.84796 -1.81647 -1.7050 1.7270 2.2721
C 0.40486 -0.66955 1.69543 0.4640 0.7213 -2.8269
C -0.07571 0.07470 -0.09604 -0.6079 -0.9815 -0.9848
C -0.89239 1.42532 -3.10392 0.5596 0.6494 0.3314
C 0.67032 -0.97981 3.00610 1.0822 0.7045 3.8033
N -0.58431 1.33565 -0.56786 0.2664 1.0827 -0.5846
N -0.05060 -0.36191 -1.47586 0.9906 -2.9487 -1.4843
N -0.71564 -0.69819 1.04570 -2.7152 -0.9152 -0.3896
N 1.10596 -0.08319 0.73386 2.5555 0.8869 0.1849
H -1.94618 1.25449 -3.27621 -0.2592 -0.5509 -0.0713
H -0.27598 1.06579 -3.93191 -0.2178 0.1413 0.0761
H -0.84796 2.51066 -2.98341 0.3451 -0.0674 -0.2348
H 1.21916 -0.12605 3.42843 -0.0445 -0.0049 -0.0432
H 1.28367 -1.80102 3.28731 0.4727 -1.0346 -0.4046
H -0.23800 -1.01665 3.56302 -0.7332 -0.2962 0.4077
H -0.00568 -1.17517 -2.09162 0.2294 -0.0608 0.9878
H -1.54446 -1.27191 1.31518 0.7002 1.1455 -0.9078
H 2.06917 0.30769 0.73035 -1.3830 -0.1983 -0.1315
```
Positions in Å, forces in eV/Å.

Output
- HOMO-LUMO gap (eV) = 9.6
- charge = +1
- E (a.u.) = -414.62104
- HOMO level (eV) = -13.01
- max |F| (Eh/bohr) = 0.07811

***

No. 7
ORCA calculation (ωB97M-V/def2-TZVPD) on C13H23I2NO4RuS2Yb as an isolated structure in a non-equilibrium geometry.

Geometry as XYZ:
```
47
Properties=species:S:1:pos:R:3:forces:R:3
I -0.69363 -3.66304 -1.10209 0.0517 -0.8502 1.6933
I -0.69166 -3.19674 -3.91788 -0.1545 -0.0502 -1.6092
Ru -0.02173 0.83962 -2.98311 0.0613 -3.0502 3.0928
Yb -0.20254 -0.44172 0.09957 -0.8253 0.2297 -0.1319
S 1.36793 -0.95454 -2.14593 -1.3687 0.7368 1.2087
S -1.78792 -0.49667 -2.13824 0.1795 0.5441 1.2583
C 2.13553 0.17669 1.60169 2.3757 0.4765 3.6993
C 3.17123 -0.69449 -1.90167 0.5938 -0.1357 -0.3839
C -3.43804 0.35151 -1.64108 -0.8324 0.0573 -0.4042
C 3.73421 -1.02720 -3.27629 0.1861 -0.0629 -0.2559
C 3.48652 0.71364 -1.46460 0.0189 0.0844 -0.0492
C 3.61752 -1.69559 -0.84734 -0.1521 -0.1798 -0.0648
C -4.26911 0.26894 -2.91634 -0.1220 -0.0817 -0.5209
C -3.21886 1.76644 -1.17247 0.3706 0.3136 0.1573
C -4.01735 -0.45884 -0.49417 0.2393 -0.4463 0.2821
C 1.36290 1.59779 -3.96066 5.9403 3.7515 -4.7835
C -1.17198 2.02972 -3.82378 -5.4411 5.7506 -4.7676
O 2.88348 0.33622 2.46404 -2.9201 -0.5990 -3.6742
O 2.20046 2.10404 -4.59749 -3.8205 -2.3556 2.9045
O -1.87783 2.77286 -4.39971 3.6665 -3.8049 3.0184
H 3.40263 -0.29622 -4.02232 0.1161 -0.1914 0.0479
H 3.41581 -2.03044 -3.58338 0.1794 0.1792 -0.0551
H 4.82533 -1.00510 -3.25452 -0.0168 -0.0046 0.0180
H 3.10542 1.45004 -2.17184 0.1988 0.1083 0.1289
H 4.57642 0.79681 -1.42115 -0.0936 0.2069 0.0490
H 3.08499 0.91530 -0.46638 0.1171 0.1575 -0.1577
H 3.23867 -1.41707 0.14444 0.1100 -0.2047 -0.1306
H 4.70967 -1.67246 -0.80312 -0.0741 -0.0989 0.0634
H 3.29424 -2.71175 -1.09809 0.1935 0.0901 0.1238
H -5.29706 0.63822 -2.80291 0.2744 -0.0078 0.3634
H -4.34978 -0.76436 -3.27046 -0.0057 0.1354 0.0376
H -3.82428 0.87409 -3.71471 -0.0527 -0.1303 0.0862
H -4.19484 2.22626 -0.98560 0.0727 -0.0130 -0.1502
H -2.68418 2.37951 -1.89583 -0.1867 0.1332 0.0084
H -2.67881 1.78570 -0.22054 -0.0342 0.0742 -0.1749
H -5.03045 -0.10918 -0.26514 0.0844 -0.0510 -0.2340
H -3.43244 -0.29678 0.42236 -0.1232 -0.1628 -0.2065
H -4.06508 -1.53083 -0.70797 -0.1538 0.1165 -0.0159
C -0.44168 2.27768 2.88330 -0.0468 0.2043 0.0682
C -1.62973 1.47384 2.48126 -1.4932 0.6149 1.6838
N -2.76312 1.61047 3.17796 1.4111 -0.1954 -0.8916
O -1.55299 0.66224 1.49004 1.2633 -1.0115 -0.9045
H -0.69507 2.98412 3.68356 0.2630 -0.1491 -0.2546
H -0.07210 2.82889 2.00612 -0.0725 -0.0362 0.2671
H 0.34729 1.60048 3.23943 -0.2029 0.1820 0.0281
H -3.59713 1.07844 2.96858 -0.0004 -0.1320 -0.1238
H -2.83637 2.23544 3.98345 0.2257 -0.1418 -0.3443
```
Positions in Å, forces in eV/Å.

Output
- HOMO-LUMO gap (alpha / beta) (eV) = 7.6 / 5.3
- spin multiplicity = 7
- charge = +4
- E (a.u.) = -3508.60174
- HOMO level (alpha / beta) (eV) = -21.52 / -21.88
- max |F| (Eh/bohr) = 0.17972